ORCA calculation (ωB97M-V/def2-TZVPD) on a cluster of 13 separate species, C34H99N13O18 in total in a non-equilibrium geometry.

**Relative energy (zero: lowest compared OMol25 entry of this formula, charge and spin)**: 5.181 eV
**E_HOMO**: -8.28 eV
**Spin multiplicity**: 1
**E**: -93083.3507 eV

```
164
Properties=species:S:1:pos:R:3:forces:R:3:mulliken_charge:R:1
C 15.48180 -20.15936 1.74049 0.44 0.05 3.25 0.677
O 16.49232 -20.74902 1.80306 5.26 -2.63 1.15 -0.637
N 14.86572 -20.03322 0.65924 -4.23 1.39 -7.59 -0.399
N 14.79637 -19.62808 2.72787 -1.59 1.53 2.53 -0.109
H 14.08393 -19.39376 0.65784 0.12 -0.33 -0.72 0.113
H 15.30262 -20.23199 -0.22942 -0.02 -0.03 0.38 0.295
H 13.99657 -19.09701 2.41420 0.09 -0.02 1.03 0.151
H 15.07458 -19.58111 3.69766 0.02 0.08 -0.05 0.075
C 15.65427 -22.83341 11.75339 0.39 1.04 -1.85 0.602
O 14.92872 -22.17609 11.03351 -1.29 0.55 -0.21 -0.703
N 15.35572 -23.61249 12.76011 -2.41 -1.80 2.62 -0.396
N 16.95871 -22.87414 11.59430 3.18 -0.14 -0.05 -0.231
H 14.38642 -23.83782 12.93265 0.36 -0.08 0.19 0.265
H 16.11476 -24.17597 13.11570 -1.00 -0.17 0.31 0.145
H 17.40995 -23.52282 12.22335 0.75 0.51 -0.72 0.165
H 17.42801 -22.50737 10.77862 -0.17 0.05 0.00 0.236
C 20.93993 -22.58073 3.97340 0.50 -5.39 -1.51 0.399
O 21.05920 -23.74975 3.53868 0.34 0.75 0.98 -0.781
N 20.16607 -21.73446 3.40485 -2.66 3.78 -2.26 -0.094
N 21.51546 -22.09774 5.05432 1.74 0.64 2.35 -0.063
H 20.19525 -20.80264 3.79339 -0.49 -0.10 -0.15 0.546
H 19.56369 -21.88012 2.60734 0.44 -0.56 0.22 0.153
H 21.38955 -21.11588 5.25482 0.34 -0.23 0.39 0.152
H 22.02275 -22.70375 5.68322 -0.06 0.24 -0.40 0.220
C 21.84356 -18.72288 -0.75442 2.12 3.85 0.98 0.719
O 21.84772 -17.47683 -0.85865 -0.30 -1.54 0.93 -0.693
N 22.47309 -19.43271 0.20966 0.15 0.91 0.98 -0.427
N 21.41967 -19.48859 -1.69018 -2.10 -2.36 -3.24 -0.387
H 22.75518 -18.82257 0.96348 0.22 -0.94 0.34 0.213
H 22.36587 -20.43697 0.20155 0.32 0.41 0.88 0.189
H 21.46068 -20.48392 -1.52369 -0.49 0.23 -0.81 0.161
H 20.90522 -19.03779 -2.43330 0.07 -0.59 0.00 0.232
C 13.74118 -27.60257 3.71604 0.78 -0.57 0.03 -0.784
O 15.15403 -27.57241 3.90556 -0.04 0.95 0.35 -0.208
C 15.78934 -28.81353 4.16071 0.07 -0.15 -1.19 -0.946
C 17.30327 -28.57689 4.32851 -1.42 -0.10 0.53 -0.406
N 17.49015 -28.35357 5.74477 -0.07 -0.46 -0.45 -0.443
C 18.72708 -27.67299 6.03740 -1.61 1.40 1.09 -1.036
C 18.59147 -26.13137 5.71953 0.90 0.31 0.44 -0.321
O 17.39843 -25.49172 6.21887 -0.11 -0.78 -0.38 -0.330
C 17.15860 -24.25950 5.54285 -0.42 -0.42 0.39 -0.681
H 13.49423 -27.04064 2.81529 0.01 0.06 0.02 0.190
H 13.21545 -27.17750 4.57103 0.02 0.00 0.10 0.204
H 13.43549 -28.64022 3.58209 -0.31 -0.05 -0.06 0.483
H 15.54817 -29.42744 3.29292 0.25 -0.50 -0.07 0.576
H 15.38708 -29.30149 5.04850 -0.01 -0.04 0.21 0.415
H 17.55655 -27.68161 3.76069 0.18 -0.12 -0.51 0.238
H 17.91275 -29.44278 4.06993 -0.13 0.04 -0.49 0.384
H 16.71500 -27.77702 6.03946 0.03 0.27 0.37 0.317
H 19.55933 -28.17421 5.54318 0.07 0.37 -0.08 0.464
H 18.77952 -27.85125 7.11144 0.87 0.46 0.19 0.181
H 18.72847 -25.91094 4.66088 -0.28 -0.21 -0.25 0.381
H 19.36558 -25.54245 6.21150 0.77 -0.34 -0.01 0.417
H 18.06055 -23.64854 5.50643 0.16 0.11 -0.17 0.274
H 16.38019 -23.72004 6.08244 0.09 -0.01 0.17 -0.162
H 16.75243 -24.42139 4.54439 0.31 -0.09 -0.25 0.558
C 23.64017 -15.53525 8.75393 -1.21 0.13 -1.06 -0.668
O 22.54124 -15.14074 7.89854 0.59 0.34 0.68 -0.402
C 22.07139 -16.15338 7.08194 -1.00 -0.86 -1.03 -0.370
C 20.87198 -15.67864 6.24191 1.51 -0.30 2.20 -0.212
N 19.76470 -15.47853 7.12853 -0.12 1.38 -1.39 -0.199
C 18.58707 -15.17868 6.33083 -0.61 -0.98 3.19 -0.087
C 17.46878 -15.13401 7.39204 -0.99 0.84 -1.94 -1.138
O 17.19896 -16.40911 7.94861 -1.06 0.19 1.34 0.122
C 16.04129 -16.25433 8.86499 1.31 0.57 -0.40 -1.051
H 23.90323 -14.68491 9.38306 -0.02 -0.05 -0.20 0.247
H 24.44657 -15.80940 8.07374 0.43 -0.18 0.38 0.305
H 23.30616 -16.36610 9.37540 0.25 -0.17 0.10 0.229
H 21.71211 -17.04185 7.60121 -0.03 -0.10 0.83 -0.026
H 22.77917 -16.58777 6.37594 0.91 0.39 -0.15 0.477
H 20.66303 -16.46595 5.51764 0.11 0.08 -0.65 0.050
H 21.19064 -14.71502 5.84443 -0.33 -0.06 -0.69 0.340
H 19.61270 -16.17281 7.84614 0.12 -0.38 -0.23 0.214
H 18.34219 -16.00602 5.66477 -0.09 -0.07 -0.62 -0.122
H 18.66152 -14.23330 5.79342 0.07 -0.03 0.05 0.374
H 16.58575 -14.78670 6.85562 -0.65 -0.16 -0.20 0.553
H 17.59319 -14.32480 8.11163 0.67 -0.33 0.53 0.548
H 15.15931 -15.97470 8.28878 -0.08 -0.13 0.02 0.483
H 16.28992 -15.42471 9.52681 -0.12 0.16 0.09 0.397
H 15.86317 -17.10982 9.51653 0.28 -0.40 -0.61 0.090
C 18.43512 -23.29264 8.65246 -1.60 0.45 -1.00 -0.911
O 18.18060 -21.97503 9.25592 0.70 -2.31 -0.95 0.024
C 19.27978 -21.33928 9.85026 0.68 1.67 0.01 -0.820
C 20.37080 -20.92113 8.85301 0.67 -0.67 0.99 -1.250
N 20.00519 -20.05329 7.79305 -1.60 0.62 -0.84 1.646
C 19.14802 -20.58998 6.74298 0.08 -0.49 -0.35 0.504
C 18.79863 -19.63063 5.62333 0.72 0.14 0.27 0.067
O 19.92541 -19.38321 4.74957 -0.37 -0.41 -1.11 -0.989
C 19.57048 -18.73460 3.46649 -0.82 1.17 1.77 -0.805
H 18.88742 -23.29890 7.66075 0.88 0.71 0.25 0.054
H 17.44710 -23.61435 8.32319 -0.25 -0.23 0.64 0.282
H 18.88020 -24.08455 9.25486 0.13 0.52 0.55 0.355
H 19.73798 -21.91893 10.65160 0.05 -0.35 0.01 0.506
H 18.81288 -20.47155 10.31624 0.29 0.21 0.17 0.415
H 20.83620 -21.87176 8.59262 0.24 -0.40 -0.84 0.392
H 21.18554 -20.35737 9.30740 -0.10 -0.27 0.95 0.681
H 20.83521 -19.66853 7.36511 0.08 0.04 0.00 -0.680
H 18.15929 -20.92042 7.06127 0.11 0.18 0.79 0.097
H 19.61636 -21.50240 6.37385 -0.10 -0.12 -0.52 -0.430
H 18.48962 -18.69422 6.08783 -0.07 0.35 -0.07 -0.023
H 17.92020 -20.07901 5.15920 0.26 0.12 -0.87 0.254
H 19.28303 -17.75620 3.85145 0.04 0.50 -0.78 0.210
H 18.69578 -19.11782 2.94100 -0.10 -0.73 0.37 0.300
H 20.36858 -18.64865 2.72910 0.44 -0.30 0.67 0.219
C 17.64516 -28.72643 11.41994 -0.38 -0.34 0.28 -0.745
O 18.91524 -28.14997 11.39049 1.03 1.07 -0.43 -0.408
C 19.28146 -27.23977 10.30240 -0.72 -1.36 -0.03 -0.300
C 20.57543 -27.70181 9.65035 0.44 -0.44 0.27 -0.952
N 20.45907 -29.07538 9.16917 -0.39 -0.33 0.04 -0.197
C 20.71952 -30.11364 10.16301 -0.05 -0.26 -0.32 -0.432
C 21.32732 -31.36446 9.47206 -2.64 1.00 0.96 -0.726
O 22.24054 -31.00190 8.54999 4.86 -0.43 -0.53 -0.382
C 23.60303 -30.88609 9.10513 -0.51 1.27 -0.89 -0.742
H 17.57429 -29.61424 10.79155 -0.10 0.17 -0.59 0.279
H 16.82763 -28.02575 11.25022 0.00 0.14 -0.47 0.295
H 17.45403 -29.11883 12.41873 0.35 0.16 0.29 0.285
H 19.27728 -26.22222 10.69313 0.28 0.06 0.00 0.320
H 18.57727 -27.31250 9.47359 -0.60 0.06 0.23 0.287
H 21.42305 -27.60462 10.32873 0.19 0.03 0.49 0.509
H 20.84645 -27.07579 8.80021 -0.39 0.23 -0.10 0.502
H 21.15423 -29.27025 8.46285 -0.01 0.44 -0.36 0.312
H 19.82714 -30.50947 10.64786 -0.15 0.45 0.24 0.166
H 21.38313 -29.66469 10.90205 0.19 -0.42 0.52 0.362
H 20.56545 -31.78893 8.81823 -0.57 -0.44 0.64 0.359
H 21.61282 -32.03296 10.28428 0.43 -0.43 -0.32 0.426
H 23.60851 -30.08251 9.84156 -0.03 0.00 0.20 0.295
H 24.26581 -30.56792 8.30040 -0.32 0.10 -0.21 0.271
H 24.12217 -31.74307 9.53429 -0.95 -0.65 0.05 0.320
C 15.30348 -17.69112 5.75255 0.84 -0.58 0.40 -0.683
O 14.77631 -18.98815 5.53724 -0.90 0.07 -0.39 -0.544
C 15.23101 -19.95226 6.45185 0.64 -0.79 1.49 0.271
C 14.28412 -21.16509 6.53632 1.36 2.40 1.54 -1.554
N 14.45440 -21.98115 5.41520 -1.47 -1.09 -1.19 0.364
C 13.48499 -23.05750 5.51410 0.04 -2.04 -1.77 -1.055
C 13.51361 -23.92083 4.21960 -0.25 0.00 0.26 0.076
O 13.14483 -23.20354 3.04018 0.74 -0.10 0.15 -0.435
C 14.05726 -23.46678 1.99426 0.61 1.17 -0.68 -0.636
H 14.98613 -17.00072 4.97106 -0.14 -0.24 0.04 0.394
H 16.38850 -17.79511 5.75622 0.25 0.41 -0.21 0.125
H 15.06707 -17.32194 6.75051 -0.39 0.02 -0.12 0.368
H 15.38339 -19.57139 7.46171 -0.56 0.61 0.23 0.672
H 16.25292 -20.25673 6.22577 0.06 -0.33 -0.61 -0.611
H 13.33097 -20.68853 6.76544 -0.85 -0.25 -0.61 0.342
H 14.45771 -21.77224 7.42476 0.54 0.17 0.26 0.785
H 14.16304 -21.46975 4.59442 0.24 0.24 -0.48 -0.041
H 12.45591 -22.76594 5.72405 -0.10 0.39 0.14 0.488
H 13.80409 -23.78267 6.26270 -0.03 0.17 0.48 0.441
H 12.86383 -24.79598 4.21924 -0.38 0.03 0.74 0.456
H 14.50689 -24.36665 4.16730 0.33 0.35 -0.39 -0.192
H 13.84252 -22.82170 1.14229 -0.70 -0.14 -0.07 0.314
H 14.13004 -24.49473 1.63912 -0.32 -0.26 0.30 0.297
H 15.05836 -23.10391 2.22716 0.31 -0.31 0.55 0.167
O 16.46587 -19.87779 9.89789 0.12 0.98 -0.16 -0.541
H 17.07994 -20.42375 9.40689 -0.09 -0.27 -0.22 0.159
H 15.88968 -20.50193 10.33912 -0.51 -0.57 0.25 0.257
O 21.19568 -18.34033 11.45462 0.65 -0.41 0.39 -0.731
H 20.78306 -17.72141 12.05705 -0.11 0.13 0.06 0.293
H 20.61446 -18.35892 10.69431 -0.50 0.39 -0.33 0.260
O 22.71422 -19.85581 6.82954 -0.06 0.01 -0.04 -0.508
H 23.17266 -20.59899 7.22166 0.15 -0.23 0.18 0.226
H 23.40599 -19.33576 6.42060 0.15 0.27 -0.15 0.224
O 19.38727 -17.81276 9.32710 0.30 0.74 0.75 -0.715
H 18.46834 -17.58342 9.18852 -0.45 0.24 -0.06 -0.188
H 19.48428 -18.67278 8.91820 0.07 -0.73 -0.96 0.547
```
Forces are in eV/Å.